Here is C12H33CuN3O3 as an isolated structure in a non-equilibrium geometry from the OMol25 dataset. Energies are from wB97M-V/def2-TZVPD.

Geometry as XYZ:
```
52
Properties=species:S:1:pos:R:3:forces:R:3:nbo_charge:R:1
Cu -1.61067 -0.39525 0.33483 3.664 -0.518 5.588 0.912
C 0.65733 2.70875 -0.28217 -0.320 0.519 1.960 -0.626
C -0.46567 1.67675 -0.01917 -0.349 2.632 -0.832 -0.100
C -0.66767 1.06175 -1.36917 -2.072 0.340 -2.727 -0.093
O -1.38967 -0.18825 -1.32017 1.556 1.088 -6.681 -0.643
C -1.36967 -0.92625 -2.52317 0.243 0.075 -0.886 -0.251
N -0.06667 0.68175 0.93783 1.175 0.876 0.589 -0.908
H 0.90933 3.30475 0.68283 -0.356 -1.009 -1.666 0.231
H 0.29833 3.40275 -1.03917 0.461 0.132 -0.155 0.227
H 1.52333 2.10375 -0.58617 -0.044 0.709 -0.110 0.210
H -1.42567 2.23675 0.29783 1.430 -1.070 -0.238 0.214
H 0.24133 0.94875 -1.95917 0.269 -0.183 0.198 0.199
H -1.36067 1.70875 -1.98017 0.932 -0.066 0.427 0.201
H -0.35067 -1.28225 -2.73217 -0.210 0.034 -0.043 0.191
H -1.68167 -0.23325 -3.30717 0.011 -0.255 -0.366 0.191
H -2.05767 -1.80125 -2.54017 0.342 0.755 0.543 0.200
H 0.94133 0.53575 0.75883 -0.459 -0.629 0.289 0.412
H -0.08967 1.19975 1.79683 0.067 -0.188 0.944 0.386
C 4.02833 1.70275 0.57083 -1.620 -1.095 2.045 -0.597
C 4.53333 0.28475 0.64383 -1.075 1.907 -1.284 -0.077
C 3.66333 -0.60025 -0.25417 1.650 -0.977 -1.036 -0.067
O 2.40633 -0.77125 0.23983 -0.821 -0.002 3.173 -0.573
C 1.54533 -1.57725 -0.52517 -0.129 3.209 -0.283 -0.253
N 5.92833 0.31375 0.26983 0.327 -3.097 -0.758 -0.781
H 2.99033 1.52375 0.86083 -0.273 0.902 0.277 0.177
H 3.98233 2.05275 -0.40817 0.370 0.806 -1.796 0.198
H 4.49533 2.39875 1.26383 0.122 -0.101 -0.140 0.233
H 4.34833 -0.07625 1.63883 0.524 -0.250 0.679 0.193
H 4.11533 -1.61225 -0.24517 0.330 0.286 -0.513 0.166
H 3.60433 -0.22125 -1.31217 0.321 -0.123 0.540 0.152
H 1.44533 -0.77825 -1.27617 -1.399 -1.366 -1.246 0.167
H 0.65133 -1.76725 0.04683 -0.236 0.093 -0.018 0.202
H 1.96233 -2.45525 -0.89417 1.024 -1.599 -0.658 0.186
H 5.99033 0.16075 -0.76817 -0.124 0.808 0.930 0.346
H 6.10433 -0.66725 0.54283 1.412 0.440 0.057 0.345
C -2.23967 -1.08925 2.58383 -0.680 1.704 0.633 -0.658
C -2.84067 -1.82125 1.39483 -2.284 -1.719 1.152 -0.122
C -3.88467 -1.08425 0.52883 0.610 2.098 2.295 -0.080
O -3.29367 0.27375 0.33883 -5.578 0.092 -1.159 -0.621
C -4.20667 1.00775 -0.51317 -0.966 0.150 0.390 -0.271
N -1.81867 -2.23825 0.47983 1.223 -4.433 0.428 -0.886
H -2.81067 -1.23325 3.47583 -0.975 -0.265 0.500 0.235
H -2.32667 -0.00625 2.37883 0.395 -0.346 0.524 0.224
H -1.24467 -1.31925 2.96883 0.220 -0.300 -0.986 0.245
H -3.33967 -2.69325 1.82483 -0.425 -0.254 -0.113 0.198
H -4.82867 -0.83825 0.97283 -0.572 -0.462 0.920 0.208
H -4.14467 -1.62025 -0.35317 0.439 -0.254 -1.225 0.196
H -3.84767 2.00875 -0.59417 -0.005 1.040 0.878 0.203
H -5.29167 0.92875 -0.13017 1.781 0.317 -0.427 0.203
H -4.20567 0.79275 -1.58017 0.142 -1.313 -0.080 0.188
H -2.22167 -2.74725 -0.30417 -0.059 0.082 0.012 0.378
H -1.28367 -2.97525 0.98283 -0.012 0.780 -0.544 0.389
```
Forces are in eV/Å.

Frontier orbital gap ... 8.118 eV
LUMO energy ... -0.084 Eh
Energy ... -2507.02671 Eh
Energy above the lowest of the compared OMol25 structures with the same formula, charge and spin ... 88.6 kcal/mol
HOMO energy ... -0.38267 Eh
Net charge ... +1